Entry 1:
C12H13P | ωB97M-V/def2-TZVPD

XYZ file:
```
26
Properties=species:S:1:pos:R:3
H -0.61659 -3.09262 0.49919
H -1.67173 -2.41470 2.60992
C -1.15237 -0.35734 2.42831
C -0.52530 0.63677 1.66536
H 1.62717 2.42726 -0.42786
H -0.65273 -0.23581 -2.32470
C 1.66753 1.29875 -2.69323
C 0.07208 -1.11210 0.02811
H -0.12004 -1.65847 -3.21641
C -0.57573 -2.05870 0.81230
H 2.09492 -0.53802 -3.64197
P 1.08728 1.31289 -1.06348
H -0.97056 3.67861 3.24265
C -1.17150 -1.67194 2.00571
H 0.77516 -2.56185 -1.36244
H 0.71266 0.31471 -4.30801
H -1.49644 2.04805 3.87413
C -0.51068 2.05161 2.00189
C 0.22151 -0.84964 -2.56491
C -1.01754 2.61339 3.09239
C 0.78408 -1.47445 -1.26033
H -1.63958 -0.08567 3.35217
H -0.04236 2.67554 1.25009
C 0.08325 0.18419 0.51680
C 1.20510 0.04122 -3.36755
H 1.83243 -1.17169 -1.14812
```

Summary:
SMILES = C=Cc1cccc2c1[PH]#CCCC2
spin multiplicity = 1
molar mass = 188.21 g mol⁻¹
gap between HOMO and LUMO (spin up / spin down) = 8.58 / 8.58 eV
relative energy (zero: lowest compared OMol25 entry of this formula, charge and spin) = 277.4 kJ/mol
HOMO energy (spin up / spin down) = -8.41 / -8.41 eV

Entry 2:
C18H29CeN2O5P2S | ωB97M-V/def2-TZVPD

XYZ file:
```
58
Properties=species:S:1:pos:R:3
H -1.46326 0.02903 -1.98237
C -5.86938 -2.18544 2.43078
H -6.81947 0.81674 3.78990
C 0.96034 2.78418 2.66165
C 2.19896 -2.28143 -0.60195
H 2.79976 -2.88823 -1.29803
C -4.58385 -0.34721 1.54491
C -6.59251 -1.27672 3.20878
H 1.87059 2.17964 2.76006
P 0.40935 -2.59176 -1.07062
H 4.05724 2.74440 -0.75193
C -4.86006 -1.69971 1.60788
H -0.38083 -0.63379 1.52127
C 0.61785 -3.21281 -2.77161
S -3.74189 -2.69414 0.65325
H -1.79133 3.76169 1.43367
H -6.10644 -3.25343 2.46497
H 1.21673 3.85254 2.69048
H -0.93804 -4.15047 0.19233
O 0.48614 3.65678 -2.26642
H 5.64253 0.79792 -1.13683
H 0.26618 2.52992 3.46340
Ce -0.72438 -0.14453 -0.07102
N 1.81935 0.22669 -0.47023
H 2.30869 -2.67581 0.42863
C -0.86602 3.89259 0.85357
H 0.96326 3.53712 -3.07663
H -4.98216 1.62894 2.23902
C 2.67945 -0.82311 -0.66418
O -2.81268 0.96105 0.43243
O -4.34864 -3.22113 -0.53529
H 0.86399 3.19667 -1.43911
C 4.06090 -0.65312 -0.88957
C -5.27841 0.58180 2.32506
H -0.87762 2.89863 -2.31825
C 1.53674 2.60343 -0.01543
H -0.32656 4.76986 1.22910
C 2.34481 1.48885 -0.40666
N -2.85040 -1.29395 0.26908
H -7.39564 -1.59734 3.88243
C -3.38832 -0.12953 0.69826
H -2.38425 2.59654 -1.74667
O -1.72914 2.44395 -2.48699
C 0.09790 -4.14738 -0.16373
O -2.87486 -3.52372 1.49747
H 0.75396 -4.19730 0.70887
H 1.08196 -4.20526 -2.77114
C 3.68864 1.70137 -0.71648
C 4.54961 0.63843 -0.95038
H -0.37004 -3.26894 -3.24425
H 2.09784 3.50779 0.14993
H -1.52792 0.79165 -2.10657
H 1.23335 -2.52181 -3.35820
H 4.66788 -1.54333 -1.01533
P 0.15460 2.41229 1.08164
C -6.28084 0.09957 3.17406
H -1.16030 4.07468 -0.18366
H 0.29143 -4.99947 -0.82400
```

Summary:
net charge = +1
spin multiplicity = 1
molar mass = 587.57 g mol⁻¹
gap between HOMO and LUMO (spin up / spin down) = 5.39 / 5.38 eV
HOMO energy (spin up / spin down) = -9.93 / -9.93 eV

Entry 3:
C5H6OS | ωB97M-V/def2-TZVPD

XYZ file:
```
13
Properties=species:S:1:pos:R:3
O -1.62748 3.42472 1.11289
C -0.27038 0.03669 -0.15098
C -1.00550 2.43174 0.99849
H 0.09135 -2.57470 -0.95041
C 0.61050 -0.35900 -1.25765
H -0.66441 -0.49603 1.83836
H 1.39715 0.33219 -1.78457
H -0.35449 1.87392 1.83790
C -0.08389 -0.70103 1.03937
H 1.61748 -2.12391 -2.04847
H 0.66873 -1.45349 1.06365
C 0.84525 -1.70944 -1.37687
S -1.22432 1.31834 -0.32172
```

Summary:
SMILES = C=CC(=C)SC=O
spin multiplicity = 1
molar mass = 114.17 g mol⁻¹
gap between HOMO and LUMO = 9.12 eV
relative energy (zero: lowest compared OMol25 entry of this formula, charge and spin) = 283.1 kJ/mol
HOMO energy = -9.06 eV

Entry 4:
C26H26BrN6RhSTe | ωB97M-V/def2-TZVPD

XYZ file:
```
62
Properties=species:S:1:pos:R:3
C -4.38704 1.81335 -0.20155
H 3.91669 5.34445 0.49668
N -0.97487 0.19480 -4.37347
H -0.45315 -0.01627 -5.21118
H -5.17159 -0.97259 -2.95701
H 3.63713 2.59785 4.59729
C -4.55522 -0.51156 -3.71777
H 5.10112 4.58079 4.54037
C -2.96259 0.62964 -5.67224
C -4.33438 0.54455 -5.85987
H -5.35475 1.40948 2.37329
H 5.24338 5.95563 2.49222
C -0.23920 -0.88329 0.67644
C 4.59502 -1.39287 -1.36526
C -1.23202 -3.44146 1.21481
N -1.27077 2.35878 0.94547
H -3.91163 0.41931 2.10415
C -4.40932 3.78575 1.38024
C 4.59609 5.08867 2.51714
H -0.28848 -4.04217 -0.61533
C 3.02141 3.63660 1.42380
C 3.35403 0.39037 -0.79088
C 4.51707 4.31710 3.66859
C 3.69342 3.20327 3.70174
N 1.05398 0.46730 -3.37504
H 1.46483 -0.14801 -4.05780
Rh 0.42696 1.05488 0.14368
C -0.97856 -1.14617 1.82846
N 2.38542 1.05854 -0.85874
C 3.84991 4.74731 1.39637
C -3.87953 2.36842 1.13868
H -4.09875 4.46172 0.58425
H -4.77375 0.92456 -6.77232
H -6.20611 -0.08394 -5.02187
H 2.45197 3.36046 0.54390
C -0.26489 0.66454 -3.32318
H -5.47489 1.74279 -0.16417
H -4.10330 2.46264 -1.02955
C -5.13609 -0.01837 -4.87874
H -3.85563 1.78123 3.23706
C -3.18432 -0.44238 -3.52865
H 1.62216 0.77114 -2.58626
C -0.48871 -3.22571 0.06561
H -2.72925 -0.84711 -2.63630
H -5.49890 3.75467 1.40245
H -4.05488 4.18068 2.33207
H -1.17898 -0.34896 2.54061
N 4.78286 -2.39672 -1.90462
C -2.39027 0.14537 -4.50459
H -3.97665 0.82088 -0.38919
S -0.97615 1.46720 -2.02178
H -2.06292 -2.59885 3.00089
C -2.41156 2.40951 1.05723
C 2.93882 2.85632 2.57891
C -1.48652 -2.41246 2.10436
H 0.55678 -1.79230 -1.10963
H -2.33407 1.08410 -6.42847
N 4.45446 -0.23295 -0.72910
C -4.26784 1.43289 2.29008
Te 1.70252 1.17722 2.63862
C -0.01165 -1.94674 -0.19755
Br -1.91433 -5.17654 1.57629
```

Summary:
spin multiplicity = 5
molar mass = 765.01 g mol⁻¹
gap between HOMO and LUMO (spin up / spin down) = 7.15 / 6.10 eV
relative energy (zero: lowest compared OMol25 entry of this formula, charge and spin) = 17.2 kJ/mol
HOMO energy (spin up / spin down) = -6.87 / -8.22 eV

Entry 5:
C29H33AuBN10O4Se | ωB97M-V/def2-TZVPD

XYZ file:
```
79
Properties=species:S:1:pos:R:3
C 2.01061 -2.80627 3.17877
H -1.86270 0.08572 -2.47690
H -0.50382 0.60949 -0.45682
H 1.74510 -4.90837 3.84282
H -3.84961 -1.40497 1.27385
C -1.22447 -4.04578 -2.88828
C -0.55937 1.24155 -3.73492
H 0.00824 4.00270 4.58342
C 2.62413 -2.03636 4.28553
H -1.41628 4.92893 -0.31403
C -1.97126 -3.77119 -4.13641
H -2.56992 0.91782 3.09006
O 2.86636 2.61806 -0.39577
H -3.10677 5.45600 -0.27736
C -1.56940 4.25265 2.42734
O 1.30103 1.68189 0.87502
C 0.61855 2.02495 -3.82484
C 1.80568 2.05353 -0.28428
C -1.00675 4.31619 4.83058
H 5.01176 0.54688 -1.78327
H -1.37298 -3.15768 -4.81142
N -0.63089 -0.99427 1.47432
N 1.69800 -2.22409 2.02363
H -2.39695 -2.64735 -0.62292
C 3.12547 -1.39403 -2.45001
N 1.12588 -3.12482 1.19730
H 3.70602 -1.38238 -3.34889
N -0.74132 -1.78181 0.38568
H -2.70018 3.74515 -0.02789
H -1.54219 3.46081 5.24630
N -0.09542 -3.63880 -1.08461
H 0.04288 1.28485 -6.64730
C -2.04963 -2.03182 0.17878
H 0.64935 -5.18021 1.42078
C -2.38631 4.77236 0.16145
H -2.87947 -3.20875 -3.91477
C 1.63510 -4.14880 3.09793
C -1.84063 -0.75049 1.96121
N -2.29233 5.01089 1.57364
C 0.96428 1.75206 -1.50199
H 1.87625 -1.38929 4.74562
N 2.50266 -1.06776 -0.35617
C -0.13336 -4.98580 -1.20048
N -0.74218 -3.08491 -2.12469
H -0.96549 5.09956 5.58300
H 4.48614 0.70302 -0.09700
C -2.47070 5.89784 3.57233
C 1.95155 -2.06671 -2.21360
H -2.70512 -0.65770 3.87274
C -2.78631 -1.38716 1.14378
C -2.06711 -0.03986 3.24159
C 1.40663 2.26750 -2.72122
H -3.49004 6.75878 1.80890
H 3.42392 -1.40289 3.90431
H 3.02436 -2.69706 5.05034
B 0.48111 -2.61474 -0.11921
Au 1.56091 -0.26884 1.51684
Se -0.65157 2.70199 1.94164
H -2.72521 6.50324 4.41912
H -0.91449 2.75251 -6.25682
N 1.57057 -1.85321 -0.93570
H 1.37774 -2.66042 -2.89287
H -2.24177 -4.69894 -4.63348
C 3.45409 -0.77403 -1.23403
C -0.20444 0.98707 -1.42058
H -1.12158 0.13775 3.74917
C -0.97589 0.69600 -2.53550
N -1.66312 4.81213 3.65334
C -0.32159 1.92683 -5.82810
C -2.86017 6.02451 2.26746
H -1.08950 -6.26901 -2.71442
H 5.45623 -0.68535 -0.60825
C 1.07501 -4.29818 1.84829
C -0.86198 -5.29889 -2.32351
O 0.76811 2.43817 -5.09719
H 2.32179 2.83438 -2.76564
H 0.34831 -5.64267 -0.50691
O -1.12949 1.17441 -4.95050
C 4.66595 0.00346 -0.90832
```

Summary:
net charge = +2
spin multiplicity = 2
molar mass = 872.39 g mol⁻¹
gap between HOMO and LUMO (spin up / spin down) = 3.36 / 3.38 eV
relative energy (zero: lowest compared OMol25 entry of this formula, charge and spin) = 109.6 kJ/mol
HOMO energy (spin up / spin down) = -12.31 / -12.31 eV

Entry 6:
C6H12O | ωB97M-V/def2-TZVPD

XYZ file:
```
19
Properties=species:S:1:pos:R:3
H 1.18339 1.34146 -2.06838
H -0.89047 -0.01667 -1.66875
O 2.17897 -1.99703 0.24159
H -2.77371 -0.79667 0.02665
H -2.98421 0.08036 1.55108
H 1.66213 -1.41937 -0.61740
H -2.09530 1.63714 -0.18190
C -2.24085 -0.26756 0.82555
H -0.87744 1.39688 1.06794
C 0.90308 -0.11040 -0.39094
C 0.84208 1.22510 -1.04036
H -1.59717 -0.99998 1.32666
C 1.40778 -0.49048 0.87675
H 0.77649 -0.98008 1.61592
H 0.97899 2.11924 -0.43120
C -0.42394 0.42379 -0.78457
H 2.28322 0.00225 1.29906
H 3.13934 -1.86472 0.14820
C -1.41943 0.88999 0.25584
```

Summary:
spin multiplicity = 1
molar mass = 100.16 g mol⁻¹
gap between HOMO and LUMO = 8.90 eV
relative energy (zero: lowest compared OMol25 entry of this formula, charge and spin) = 435.9 kJ/mol
HOMO energy = -7.97 eV

Entry 7:
C4H5NO2 | ωB97M-V/def2-TZVPD

XYZ file:
```
12
Properties=species:S:1:pos:R:3
C -1.43400 -0.79917 0.06929
C 2.17710 0.13027 0.81289
O 2.29877 0.51972 1.94469
H -2.22470 -0.88936 0.79680
C 0.88454 0.14834 -0.00218
O 1.02915 0.49568 -1.16251
H -1.11886 0.36306 -1.77294
H -1.77569 1.35729 -0.37360
C -1.36857 0.41487 -0.70218
N -0.33926 0.00392 0.58374
H 3.03399 -0.17876 0.18183
H -1.15841 -1.71015 -0.45754
```

Summary:
SMILES = O=CC(=O)N1CC1
spin multiplicity = 1
molar mass = 99.09 g mol⁻¹
gap between HOMO and LUMO = 9.82 eV
relative energy (zero: lowest compared OMol25 entry of this formula, charge and spin) = 317.7 kJ/mol
HOMO energy = -9.81 eV

Entry 8:
C3H6FNO | ωB97M-V/def2-TZVPD

XYZ file:
```
12
Properties=species:S:1:pos:R:3
H -0.21800 -0.33318 -1.80116
H 1.69667 -2.08587 -0.03217
C 1.40208 -0.05318 -0.21235
F -0.66735 -1.44563 -0.14746
H -1.26774 1.04166 0.88585
H -2.08632 0.83623 -0.56382
H -0.41562 1.78306 -0.62137
C -1.10928 0.93029 -0.16231
C -0.31472 -0.24137 -0.64710
H 3.11407 -1.21203 0.34440
O 1.76702 1.09622 -0.11795
N 2.10016 -1.16103 -0.00485
```

Summary:
SMILES = C[C@H](F)C(N)=O
spin multiplicity = 1
molar mass = 91.08 g mol⁻¹
gap between HOMO and LUMO = 10.15 eV
relative energy (zero: lowest compared OMol25 entry of this formula, charge and spin) = 97.9 kJ/mol
HOMO energy = -9.27 eV

Entry 9:
C4H11N3S | ωB97M-V/def2-TZVPD

XYZ file:
```
19
Properties=species:S:1:pos:R:3
S 1.95197 -1.53415 -0.36825
C 2.02513 0.05076 0.47750
C -2.56288 -1.25821 0.13542
C -0.19673 0.83870 -0.64813
H -0.55483 0.06131 -1.47394
H -2.43677 -2.33370 0.18782
H -0.56018 -1.28880 0.91067
H -0.64026 0.92551 1.39020
H -0.48971 1.80654 -1.18674
H 1.62906 0.23198 1.59798
H -3.24959 0.29225 -0.88485
H 1.83516 1.61074 -1.17552
N -1.13617 0.60936 0.52940
H 1.18615 1.92928 0.37904
H 3.18199 0.32949 0.34996
N -1.45071 -0.67196 0.84660
N -3.42632 -0.69292 -0.74933
H 3.64672 -2.05651 -0.00331
C 1.24796 1.15029 -0.31453
```

Summary:
spin multiplicity = 1
molar mass = 133.22 g mol⁻¹
gap between HOMO and LUMO = 8.40 eV
relative energy (zero: lowest compared OMol25 entry of this formula, charge and spin) = 467.6 kJ/mol
HOMO energy = -9.01 eV

Entry 10:
C10H12N2 | ωB97M-V/def2-TZVPD

XYZ file:
```
24
Properties=species:S:1:pos:R:3
C 0.52044 -0.32039 -1.20641
H 1.93674 -1.31800 1.21579
H -1.87640 0.03859 2.64268
H -0.44798 -1.16263 -2.89778
C 1.17347 0.88750 -0.60355
C 0.98694 -0.76580 0.86305
N 1.41971 0.66207 0.66618
C 0.57422 2.16154 -2.55746
H -1.59909 -2.08756 2.69992
C -0.17825 -0.71361 1.92930
H -1.10757 1.30957 1.74315
C -0.69783 -2.18986 2.11036
H 0.37373 3.08930 -3.09042
H -0.57402 1.03879 -4.12393
H 0.07723 -2.74261 2.62965
C -1.32552 0.26031 1.64429
C 0.00321 0.92935 -3.11954
C 1.17973 2.19551 -1.34100
H -1.97360 0.12912 0.76251
H 0.31638 -0.55399 2.95252
C -0.00283 -0.23863 -2.46426
H -0.84298 -2.48732 1.01344
H 1.58757 3.19579 -1.08839
N 0.47668 -1.31704 -0.38008
```

Summary:
SMILES = CC(C)C1N=c2ccccc2=N1
spin multiplicity = 1
molar mass = 160.22 g mol⁻¹
gap between HOMO and LUMO = 8.12 eV
relative energy (zero: lowest compared OMol25 entry of this formula, charge and spin) = 202.7 kJ/mol
HOMO energy = -8.88 eV

Entry 11:
C2H5O | ωB97M-V/def2-TZVPD

XYZ file:
```
8
Properties=species:S:1:pos:R:3
C 1.64821 0.60890 0.41183
C 0.45092 0.62378 -0.16031
H 0.10494 1.17998 -1.03872
H -0.51639 0.06035 0.08908
O -1.75964 -1.12841 -0.24448
H 1.74330 0.05926 1.34068
H -2.58396 -0.74819 0.08284
H 2.47728 1.15128 -0.03377
```

Summary:
net charge = -1
spin multiplicity = 1
molar mass = 45.06 g mol⁻¹
gap between HOMO and LUMO = 6.91 eV
relative energy (zero: lowest compared OMol25 entry of this formula, charge and spin) = 94.9 kJ/mol
HOMO energy = -2.42 eV

Entry 12:
C24H45Br3FN2O8P2 | ωB97M-V/def2-TZVPD

XYZ file:
```
85
Properties=species:S:1:pos:R:3
H 1.01833 -5.66511 -1.58542
C 1.98457 -4.94414 3.70152
P 3.36499 1.57386 -2.75032
O 2.82058 2.27903 -1.34379
H 5.21340 -0.55131 -2.70282
P 2.14131 -5.07363 1.03008
F -6.84932 0.76650 -0.48225
C -4.98878 3.08939 2.14801
C 4.24337 -4.83053 -1.70707
C 5.77398 0.38328 -2.71086
H -1.41487 -0.53404 -0.04829
H 3.35134 -5.41582 -1.92979
H 4.72059 -5.79380 0.15609
O 4.97562 1.49500 -2.32862
Br -3.57362 1.10547 -1.20021
H -0.54250 -4.85345 -1.54469
H 4.09785 -3.82556 -2.10712
C -3.95510 0.81619 0.78294
H 6.56737 0.28543 -1.96448
H -2.10004 -2.13546 0.83480
H 2.99222 1.45914 1.26971
H -9.13299 2.48704 -0.60633
C -5.23410 1.64235 1.39086
C -3.77872 4.07276 1.64185
H 7.03874 -0.25800 -4.34102
H 4.15395 -5.11989 3.55845
C -2.76671 4.59419 2.82171
C -3.09316 -0.10488 1.59339
H 5.64632 0.70942 -4.84565
C 4.50768 -4.79025 -0.21179
H 3.77504 1.95359 -5.60330
C -8.75343 3.19320 0.27003
H -1.79114 5.18454 2.47166
H -5.64376 0.97882 2.29455
Br -6.95953 5.54330 1.82219
H 5.57295 3.11944 -4.11085
H -9.43025 3.61907 2.54903
C 2.50144 0.80539 0.54363
H -11.28943 2.33775 2.56598
H -4.91846 2.73356 3.28540
H -8.74204 4.28799 -0.15276
H 4.66867 4.58882 -4.34514
H -4.15573 5.04861 1.06856
C 4.57141 3.49808 -4.30872
H 3.11426 3.55853 -5.89341
H 0.48021 -2.68676 -1.17822
H 1.17097 1.02494 -1.16730
H 5.40132 -4.18716 -0.02790
C 6.40824 0.59664 -4.07451
H -0.91459 -0.97819 1.73519
Br -3.38778 -0.39149 3.59174
O 3.05750 0.11943 -2.31749
H 3.48626 -5.48451 5.16245
H -3.09803 3.50515 0.84265
H 2.09614 -3.29322 -1.40774
H 1.22193 2.40769 -0.08546
H -2.12531 4.82615 5.04531
O 3.70857 3.19896 -3.23395
O 1.15920 -3.82160 0.35128
N -6.48348 1.64155 0.48540
C -2.96179 4.45112 4.28997
H 1.27407 -4.46884 4.38741
C -6.55152 3.60135 2.07674
H 0.57722 -4.53258 -2.88585
H 4.76543 3.18089 -6.42862
C -9.78396 3.02379 1.57653
H 7.03235 1.49198 -4.08133
C 4.02898 3.01502 -5.63548
C 3.38372 -4.84162 4.28415
O 1.90942 -4.25656 2.46208
C 0.51186 -4.72419 -1.80976
H 1.66385 -5.98538 3.59168
C -7.26360 2.70911 0.85606
H 5.08930 -5.28539 -2.23288
N -10.90675 2.23347 1.57857
H 3.28016 0.14628 0.14801
O 3.43629 -4.17415 0.48960
H -3.92869 3.96589 4.79297
H 3.59794 -3.81085 4.57922
C 1.84086 1.63023 -0.54765
O 3.02027 -6.19417 1.63759
H 1.76279 0.19356 1.06830
H -6.95238 3.39238 3.18156
C -1.82047 -0.98178 0.95976
C 1.11122 -3.57109 -1.03582
```

Summary:
net charge = +1
spin multiplicity = 1
molar mass = 810.29 g mol⁻¹
gap between HOMO and LUMO = 6.57 eV
HOMO energy = -11.39 eV